DFT (wB97M-V/def2-TZVPD) results for an isolated molecule of CHF3 at a distorted geometry.

Calculated values
total energy	-9205.8704	eV
relative energy (zero: lowest compared OMol25 entry of this formula, charge and spin)	5.7	kJ/mol
gap between HOMO and LUMO	0.5537	Eh
structure (SMILES)	FC(F)F
molecular weight	70.01	g/mol

Structure (XYZ):
```
5
Properties=species:S:1:pos:R:3:forces:R:3:mulliken_charge:R:1
F -1.1153 -0.6247 -0.3894 0.711 0.281 0.100 -0.20
F 1.1018 -0.6267 -0.3935 -0.724 0.230 -0.083 -0.20
F -0.0049 1.2482 -0.3927 -0.054 0.354 -0.293 -0.18
C -0.0085 0.0092 0.0648 0.240 -0.861 -1.358 0.51
H 0.0269 -0.0061 1.1107 -0.172 -0.003 1.634 0.07
```
Forces are in eV/Å.